(1)
Formula: C39H52BN13O2PRbSSe2
Source: the Open Molecules 2025 dataset
Level of theory: ωB97M-V with the def2-TZVPD basis set

Structure (XYZ):
```
112
Properties=species:S:1:pos:R:3:forces:R:3
Rb 12.436 14.277 12.949 -0.113 0.073 0.463
C 12.169 20.229 11.180 1.074 -1.621 -0.433
N 11.485 19.002 11.612 0.078 0.928 0.287
C 10.521 18.941 12.607 0.505 -1.979 -1.733
C 10.194 17.593 12.630 0.227 0.655 0.303
N 10.909 16.845 11.745 1.102 1.392 -0.285
C 11.723 17.739 11.141 -0.412 -0.905 0.484
P 13.096 17.407 9.947 0.267 0.215 -0.286
C 12.725 15.727 9.251 -0.785 0.661 -0.075
N 12.493 14.664 9.981 0.360 -0.246 -0.861
C 12.278 13.666 9.073 -0.683 -2.644 1.984
C 12.319 14.059 7.789 0.417 2.345 0.719
N 12.571 15.443 7.903 -0.089 -0.470 -0.429
C 12.632 16.353 6.753 0.662 -0.859 0.170
C 14.537 17.054 11.021 -0.138 -0.847 1.290
N 14.484 16.245 12.101 1.161 0.741 -0.938
C 15.795 16.153 12.540 -0.976 -1.148 1.630
C 16.626 16.886 11.757 0.538 -0.424 0.252
N 15.837 17.476 10.824 -0.283 0.231 -1.454
C 16.297 18.337 9.726 0.866 -0.479 1.259
H 13.131 20.368 11.702 -0.320 -0.238 -0.070
H 12.386 20.036 10.114 -0.088 0.755 0.381
H 11.584 21.100 11.369 -0.684 0.430 -0.116
H 10.017 19.800 12.984 0.135 0.401 0.449
H 9.574 17.134 13.352 -0.779 -0.525 0.366
H 12.049 12.652 9.477 0.356 0.909 -0.597
H 12.301 13.538 6.864 -0.210 -0.094 -0.441
H 11.877 17.141 6.807 0.352 0.006 0.104
H 13.670 16.699 6.715 -0.388 0.608 -0.230
H 12.467 15.760 5.835 -0.056 0.224 0.492
H 16.087 15.584 13.466 -0.303 0.723 -1.045
H 17.720 16.893 11.834 -0.661 0.530 -0.245
H 17.365 18.087 9.507 -1.027 0.165 -0.033
H 15.638 18.197 8.893 -0.066 -0.020 -0.594
H 16.244 19.363 10.074 0.077 0.322 -0.178
C 8.849 14.110 10.833 -1.312 0.792 1.382
C 9.094 13.217 12.003 0.309 0.172 -0.311
C 9.136 11.815 11.955 -0.556 0.063 0.697
C 9.415 11.447 13.256 1.272 1.311 0.499
C 9.539 10.089 13.809 0.238 -0.807 0.879
N 9.675 12.604 13.991 -0.693 -1.179 -1.024
N 9.381 13.683 13.209 0.750 -0.165 0.047
B 10.043 12.709 15.549 0.907 0.640 -0.061
N 10.147 14.249 15.958 -2.918 0.432 0.004
N 11.305 14.900 16.039 0.476 1.205 -0.714
C 11.059 16.224 16.067 -0.444 -1.373 -0.128
C 12.162 17.215 16.117 1.064 -1.256 0.318
C 9.666 16.433 16.082 -1.164 -0.792 0.125
C 9.061 15.176 16.026 2.179 -0.820 -0.643
C 7.600 14.830 15.866 0.708 0.296 0.657
N 11.427 11.997 15.908 0.938 0.136 0.051
N 12.612 12.455 15.322 0.142 -0.387 1.161
C 13.626 12.145 16.164 -2.523 -0.073 -1.065
C 15.021 12.512 15.839 -0.404 0.206 0.082
C 13.120 11.434 17.288 -0.185 0.578 -1.205
C 11.758 11.345 17.080 0.070 0.121 -0.612
C 10.738 10.532 17.801 -0.228 0.579 0.073
H 8.260 14.985 11.200 0.553 -0.407 -0.442
H 9.751 14.458 10.374 0.571 0.247 -0.312
H 8.228 13.577 10.138 -0.215 -0.202 -0.645
H 8.807 11.171 11.152 0.208 0.007 -0.005
H 9.331 9.324 13.052 0.008 0.236 -0.026
H 10.554 9.879 14.222 -0.705 0.259 -0.113
H 8.787 9.961 14.609 0.442 -0.097 -0.077
H 9.111 12.183 16.078 -0.064 -0.209 0.559
H 12.540 17.175 17.145 0.124 0.597 -0.134
H 13.056 16.916 15.507 -0.846 0.392 0.358
H 11.808 18.193 15.847 0.035 0.537 -0.034
H 9.057 17.329 16.163 0.472 0.120 -0.069
H 6.982 15.660 16.232 0.140 -0.167 -0.041
H 7.334 14.625 14.846 0.012 -0.017 -0.688
H 7.363 13.938 16.426 -0.159 -0.295 0.320
H 15.629 12.185 16.692 0.385 0.527 -0.576
H 15.310 12.058 14.900 0.391 -0.588 -0.104
H 15.073 13.579 15.595 0.352 -0.003 0.688
H 13.748 11.073 18.070 -0.070 -0.350 0.493
H 11.151 10.084 18.704 0.074 -0.063 -0.069
H 9.934 11.214 18.095 -0.229 -0.408 0.013
H 10.355 9.752 17.128 -0.077 0.170 0.320
O 17.537 13.911 18.393 0.338 0.084 -1.046
C 18.044 15.183 18.804 -0.480 -0.543 0.842
C 18.009 16.319 17.783 -1.223 -0.293 -0.587
C 18.418 17.638 18.482 1.114 -1.783 -0.281
O 17.849 17.673 19.779 0.321 0.966 1.329
C 18.917 16.061 16.581 0.258 -0.849 -0.194
Se 18.477 14.514 15.351 0.104 -0.133 0.206
C 16.548 16.424 17.309 -1.260 -0.440 -0.676
Se 16.094 17.647 15.814 0.202 0.485 -0.179
H 17.674 13.794 17.398 0.144 0.356 1.069
H 19.078 15.097 19.160 0.326 -0.230 0.035
H 17.431 15.424 19.703 0.437 0.121 -0.694
H 18.083 18.439 17.857 -0.220 0.743 -0.317
H 19.529 17.638 18.578 -0.443 0.152 -0.171
H 18.522 18.008 20.404 -0.694 -0.285 -0.663
H 19.949 15.844 16.928 -0.389 0.525 -0.273
H 18.809 16.872 15.870 0.424 0.445 0.286
H 15.896 16.798 18.108 0.291 -0.450 0.136
H 16.155 15.427 16.937 0.712 1.115 0.795
S 16.782 11.042 12.139 0.010 0.574 -0.047
C 15.625 12.274 11.776 -2.942 -0.259 0.853
N 14.345 11.942 11.941 1.430 -0.366 -1.261
C 14.200 10.557 12.187 1.613 2.054 -0.227
C 12.988 9.858 12.175 0.218 0.651 0.572
C 13.066 8.573 12.632 -0.313 -1.845 0.125
C 14.298 7.967 12.917 0.701 -0.284 0.341
C 15.504 8.664 12.829 0.586 -1.461 0.399
C 15.484 9.970 12.438 -2.123 0.203 -0.408
H 15.814 13.315 11.530 0.622 -0.214 0.134
H 12.030 10.321 11.910 0.518 0.059 0.244
H 12.184 7.923 12.792 0.385 0.699 -0.372
H 14.329 6.910 13.216 -0.105 0.580 -0.029
H 16.482 8.224 13.083 -0.710 -0.156 -0.157
```
Positions in Å, forces in eV/Å.

The calculation puts the energy above the lowest of the compared OMol25 structures with the same formula, charge and spin at 0.00 kcal/mol. As for the multiplicity: 1. The LUMO energy is 2.95 eV. Its charge is -2.



(2)
Formula: C33H49N5O4
Source: the Open Molecules 2025 dataset
Level of theory: ωB97M-V with the def2-TZVPD basis set

Structure (XYZ):
```
91
Properties=species:S:1:pos:R:3:forces:R:3
C -4.611 3.090 1.381 0.244 -1.117 0.810
C -4.998 1.724 1.365 -0.680 2.428 -0.605
C -4.144 0.754 1.826 -0.146 1.035 0.726
N -3.043 1.108 2.459 1.991 0.726 -0.776
C -2.593 2.404 2.376 0.380 -2.372 1.090
C -3.351 3.434 1.875 -0.234 -0.710 -0.027
H -5.317 3.860 1.142 -0.270 0.177 -0.353
H -6.026 1.539 1.078 0.137 -0.418 -0.306
H -4.408 -0.282 1.746 0.020 -0.511 0.353
H -1.563 2.526 2.808 -1.213 0.196 -0.371
H -2.952 4.418 2.013 -0.185 0.589 -0.426
C 1.841 -1.754 3.739 -0.652 0.890 0.046
C 1.108 -2.926 3.836 -0.059 0.332 -0.737
C -0.261 -2.853 3.885 0.077 1.225 1.066
N -0.918 -1.663 4.009 0.366 -1.396 -0.975
C -0.186 -0.572 3.914 0.489 1.935 0.205
C 1.214 -0.513 3.841 -0.302 -1.849 0.227
H 2.857 -1.749 3.457 1.251 -0.298 0.222
H 1.569 -3.886 3.749 0.331 -0.426 -0.090
H -0.808 -3.776 3.868 -0.578 -0.013 0.118
H -0.697 0.396 3.818 -0.271 -0.544 0.439
H 1.822 0.376 3.929 -0.403 0.283 -0.515
C 1.264 2.104 -4.136 0.360 0.109 0.623
C 0.843 3.400 -3.956 -1.880 -0.063 -1.455
C -0.444 3.774 -4.392 0.723 -0.884 0.679
N -1.322 2.874 -4.869 -0.007 1.107 -0.411
C -0.887 1.648 -5.085 1.021 -0.782 0.079
C 0.402 1.222 -4.729 -0.268 -1.325 0.093
H 2.240 1.819 -3.750 -0.122 -0.167 -0.285
H 1.506 4.127 -3.636 1.096 1.349 0.865
H -0.736 4.821 -4.296 -0.286 -0.354 -0.067
H -1.524 0.926 -5.596 -0.236 0.304 0.296
H 0.714 0.164 -4.800 -0.413 0.635 -0.311
C -1.016 -2.458 -6.047 -0.269 0.969 1.810
C 0.263 -2.944 -5.859 -0.791 0.258 -1.930
C 0.744 -2.961 -4.570 2.656 -0.686 0.443
N 0.155 -2.442 -3.546 -2.553 1.057 1.178
C -1.124 -1.954 -3.715 1.341 -0.119 0.747
C -1.775 -2.008 -4.908 0.575 -0.194 -2.108
H -1.365 -2.153 -7.010 -0.341 -0.523 -0.636
H 0.849 -3.160 -6.772 -0.093 -0.146 0.948
H 1.772 -3.296 -4.292 -0.716 -0.048 -0.803
H -1.522 -1.404 -2.865 -0.086 -0.401 -0.026
H -2.764 -1.581 -5.101 0.327 -0.141 0.409
C -2.764 -0.356 -0.692 -2.556 1.216 -0.697
C -2.153 0.765 -1.223 0.537 -0.194 -0.143
C -0.837 0.932 -0.847 -0.874 -2.019 1.379
N -0.142 0.134 -0.009 -0.796 -0.523 -0.451
C -0.761 -0.981 0.434 1.654 0.681 0.218
C -2.106 -1.198 0.148 0.944 -1.804 0.540
H -3.862 -0.428 -0.909 1.127 -0.559 0.259
H -2.620 1.445 -1.953 0.195 -0.425 0.587
H -0.312 1.691 -1.243 1.911 2.808 -1.230
H -0.015 -1.648 0.995 -1.829 0.655 -0.543
H -2.554 -2.112 0.517 -0.210 0.143 0.166
C 2.846 -0.615 -2.007 -0.630 1.204 -0.551
C 2.977 -1.321 -0.691 -1.164 0.742 0.472
O 2.646 -0.496 0.439 -0.210 0.356 0.114
H 1.786 -0.389 -2.250 0.447 0.071 0.448
H 3.128 -1.265 -2.831 0.519 -0.038 -0.076
H 3.424 0.337 -1.992 -0.237 -0.690 -0.217
H 4.008 -1.608 -0.543 0.123 -0.548 0.132
H 2.252 -2.128 -0.696 0.370 -0.789 0.009
H 1.694 -0.198 0.407 0.928 -0.317 -0.441
C -4.766 -4.557 3.350 -1.739 1.233 -1.694
C -3.442 -4.084 3.662 3.420 -0.153 1.316
O -3.014 -2.968 2.898 -0.924 -0.295 -0.444
H -4.852 -5.561 3.661 -0.447 -1.195 0.105
H -4.846 -4.414 2.259 -0.358 -0.663 0.195
H -5.557 -3.947 3.783 -0.070 0.006 0.165
H -2.728 -4.971 3.456 -0.647 1.272 0.379
H -3.372 -3.833 4.740 0.226 -0.228 -0.360
H -2.609 -2.284 3.454 0.231 -0.011 0.094
C 6.301 -0.258 2.421 0.921 -1.208 -0.151
C 6.146 0.969 1.583 -1.435 0.525 -0.920
O 5.566 0.595 0.316 0.956 0.625 0.101
H 7.126 -0.934 2.024 -0.833 0.962 0.640
H 5.408 -0.882 2.424 -0.301 0.158 -0.219
H 6.446 0.008 3.452 0.538 -0.004 0.570
H 7.081 1.450 1.342 0.418 -0.022 -0.002
H 5.511 1.769 2.056 0.378 -0.819 -0.148
H 4.750 0.146 0.509 -0.841 -0.127 0.143
C 1.933 4.712 0.465 -1.200 2.003 0.222
C 1.111 4.042 1.547 -0.125 -0.598 -0.440
O 1.586 2.735 1.899 0.213 1.320 1.133
H 1.894 4.157 -0.426 0.731 -1.355 -1.096
H 2.929 5.009 0.812 -0.192 -0.341 -0.369
H 1.388 5.627 0.064 0.601 -0.540 1.043
H 0.042 4.049 1.293 0.107 -0.337 -0.249
H 1.161 4.626 2.438 0.227 0.305 0.831
H 1.363 2.064 1.278 -0.434 -0.596 -1.075
```
Positions in Å, forces in eV/Å.

Its SMILES is c1ccncc1.c1ccncc1.c1ccncc1.c1ccncc1.c1ccncc1.CCO.CCO.CCO.CCO. The calculation puts the energy above the lowest of the compared OMol25 structures with the same formula, charge and spin at 11.69 kcal/mol. As for the multiplicity: 1. The LUMO energy is 0.66 eV. Its charge is 0.



(3)
Formula: C6H13N
Source: the Open Molecules 2025 dataset
Level of theory: ωB97M-V with the def2-TZVPD basis set

Structure (XYZ):
```
20
Properties=species:S:1:pos:R:3:forces:R:3
C 0.443 1.234 -1.707 -0.153 0.656 -0.001
C -0.557 0.726 -0.893 -0.456 0.127 0.496
C -1.863 1.496 -0.814 1.015 1.974 1.415
C -0.516 -0.577 -0.127 -0.389 0.104 -1.605
C 0.804 -0.840 0.580 0.263 1.693 -0.070
C 0.774 -2.123 1.364 -0.503 -0.558 -0.618
N 1.097 0.338 1.446 0.613 0.138 0.585
H 0.458 1.093 -2.787 1.545 -1.614 0.287
H 0.766 2.260 -1.487 -1.463 0.587 -0.564
H -2.635 0.930 -1.336 0.199 -0.130 -0.198
H -1.669 2.445 -1.319 -0.380 -0.141 -0.448
H -2.287 1.837 0.142 0.160 -0.742 0.271
H -0.716 -1.337 -0.897 -0.050 -0.537 0.447
H -1.313 -0.526 0.616 -0.136 -0.319 -0.089
H 1.609 -0.769 -0.155 -0.139 -1.038 -0.390
H -0.117 -2.304 1.973 0.170 0.900 0.489
H 0.600 -2.941 0.654 0.907 -0.097 -0.073
H 1.690 -2.203 1.943 -0.067 -0.499 0.044
H 1.458 1.093 0.864 -0.748 0.037 -0.387
H 1.975 0.167 1.940 -0.386 -0.541 0.407
```
Positions in Å, forces in eV/Å.

Its SMILES is C=C(C)C[C@H](C)N. The calculation puts the energy above the lowest of the compared OMol25 structures with the same formula, charge and spin at 84.76 kcal/mol. As for the multiplicity: 1. The LUMO energy is 0.13 eV. Its charge is 0.



(4)
Formula: C5H9NS
Source: the Open Molecules 2025 dataset
Level of theory: ωB97M-V with the def2-TZVPD basis set

Structure (XYZ):
```
16
Properties=species:S:1:pos:R:3:forces:R:3
C -1.107 0.907 -1.387 -1.345 -2.156 0.459
C -1.268 0.668 0.128 -0.916 0.158 -0.940
C -0.243 -0.236 0.679 0.602 -1.006 1.377
C 0.278 -1.430 -0.071 0.273 -0.094 -0.102
N 1.124 -0.261 0.208 -1.866 -0.408 -0.816
C 2.262 -0.115 0.863 1.167 0.509 1.056
S 2.551 0.876 2.140 -0.278 -0.138 -0.261
H -1.851 1.665 -1.659 0.081 -0.557 -0.525
H -1.248 -0.164 -1.866 -0.098 2.551 0.350
H -0.138 1.254 -1.644 0.928 0.355 -0.182
H -1.287 1.586 0.700 0.170 0.393 0.035
H -2.275 0.208 0.293 0.747 0.197 -0.022
H -0.340 -0.391 1.768 0.224 0.051 -0.480
H -0.025 -1.556 -1.123 0.373 -0.070 0.680
H 0.460 -2.349 0.512 0.031 0.546 -0.412
H 3.108 -0.661 0.459 -0.092 -0.330 -0.218
```
Positions in Å, forces in eV/Å.

Its SMILES is CC[C@H]1CN1C=S. The calculation puts the energy above the lowest of the compared OMol25 structures with the same formula, charge and spin at 38.15 kcal/mol. As for the multiplicity: 1. The LUMO energy is 0.50 eV. Its charge is 0.